(1)
Entry from the Open Molecules 2025 dataset: 16 unconnected molecules or ions with the total composition C46H124O16 (the ωB97M-V functional and the def2-TZVPD basis).

Output
Energy = -82467.881 eV
Relative energy (zero: lowest compared OMol25 entry of this formula, charge and spin) = 10.6 kJ/mol
Largest force on an atom = 4.1 eV/A
E_HOMO = -0.350 Eh
Molecular weight = 933.5 Da

```
! wB97M-V def2-TZVPD RIJCOSX def2/J DEFGRID3
* xyz 0 1
C -0.318 -0.075 0.162
O 0.713 -0.430 1.094
H -1.227 -0.590 0.471
H -0.517 0.979 0.358
H -0.125 -0.229 -0.899
H 1.593 -0.119 0.869
C -0.627 -0.654 -8.164
C -0.323 -0.161 -6.822
C 1.042 -0.275 -6.305
O -0.698 1.215 -6.773
H -0.182 -0.024 -8.934
H -1.697 -0.715 -8.364
H -0.160 -1.617 -8.371
H -0.820 -0.687 -6.007
H 1.811 0.085 -6.988
H 1.403 -1.304 -6.297
H 1.217 0.046 -5.278
H -1.608 1.234 -6.466
C -4.751 -0.067 0.047
C -5.474 -1.191 0.827
C -6.986 -1.013 1.237
O -5.393 -2.405 0.073
H -5.141 0.008 -0.968
H -3.670 -0.098 -0.089
H -4.884 0.867 0.592
H -5.027 -1.344 1.810
H -7.257 -0.091 1.751
H -7.180 -1.737 2.029
H -7.528 -1.083 0.294
H -6.255 -2.736 -0.191
C 0.937 -2.884 -3.139
C 1.196 -4.294 -3.794
C 0.275 -4.634 -4.974
O 2.511 -4.342 -4.111
H -0.039 -2.506 -3.445
H 1.616 -2.127 -3.530
H 1.083 -2.981 -2.063
H 1.168 -5.032 -2.993
H 0.504 -5.573 -5.479
H 0.269 -3.736 -5.592
H -0.784 -4.706 -4.724
H 2.926 -3.855 -3.396
C -3.132 -1.101 -3.554
C -4.050 -0.715 -4.760
C -5.594 -0.982 -4.497
O -3.868 0.661 -5.142
H -3.346 -0.444 -2.711
H -2.050 -1.049 -3.678
H -3.230 -2.116 -3.170
H -3.719 -1.376 -5.561
H -6.139 -0.915 -5.438
H -6.003 -0.233 -3.819
H -5.795 -1.955 -4.048
H -4.692 1.154 -5.166
C -3.571 5.606 2.133
C -3.630 4.208 1.571
C -4.425 3.312 2.650
O -4.388 4.237 0.425
H -3.348 6.273 1.301
H -2.857 5.708 2.950
H -4.545 5.870 2.543
H -2.644 3.826 1.306
H -3.877 3.064 3.560
H -4.639 2.412 2.074
H -5.366 3.792 2.918
H -3.933 4.727 -0.264
C 4.047 1.928 -4.002
C 5.483 2.330 -4.368
C 5.700 3.826 -4.481
O 6.238 1.590 -3.436
H 3.440 2.697 -4.481
H 3.821 2.017 -2.939
H 3.726 1.006 -4.486
H 5.772 1.877 -5.317
H 5.247 4.367 -5.312
H 6.779 3.935 -4.583
H 5.497 4.443 -3.606
H 7.183 1.730 -3.530
C 6.572 4.446 2.500
C 6.024 3.636 1.300
C 7.150 3.336 0.375
O 5.477 2.438 1.718
H 5.683 4.718 3.069
H 7.091 5.356 2.197
H 7.436 3.972 2.966
H 5.379 4.265 0.686
H 7.616 4.270 0.062
H 6.836 2.861 -0.554
H 7.897 2.711 0.864
H 4.715 2.645 2.263
C 2.899 0.738 5.096
C 4.046 1.756 5.109
C 5.263 1.091 4.506
O 3.656 2.909 4.400
H 2.365 0.711 4.145
H 2.010 0.947 5.692
H 3.066 -0.286 5.431
H 4.295 2.000 6.142
H 5.627 0.158 4.938
H 6.135 1.720 4.327
H 4.894 0.746 3.540
H 2.738 2.983 4.671
C -2.144 -3.383 -0.919
C -2.415 -4.235 0.373
C -2.175 -3.373 1.626
O -3.723 -4.655 0.390
H -2.158 -3.934 -1.860
H -1.151 -2.933 -0.878
H -2.866 -2.574 -1.032
H -1.832 -5.149 0.490
H -1.174 -2.982 1.446
H -2.164 -4.080 2.455
H -2.976 -2.666 1.842
H -4.200 -3.863 0.131
C -0.489 4.062 -3.215
C -1.838 4.056 -2.479
C -2.289 2.685 -1.952
O -1.947 4.919 -1.323
H 0.001 5.036 -3.207
H -0.728 3.790 -4.243
H 0.217 3.357 -2.775
H -2.499 4.264 -3.320
H -1.582 2.193 -1.283
H -2.373 1.938 -2.741
H -3.286 2.652 -1.515
H -1.802 5.824 -1.608
C 2.802 -5.697 -0.025
C 2.899 -7.231 0.321
C 1.511 -7.797 0.537
O 3.611 -7.856 -0.662
H 2.502 -5.433 -1.039
H 3.807 -5.302 0.126
H 2.109 -5.179 0.637
H 3.448 -7.127 1.257
H 1.607 -8.882 0.491
H 0.806 -7.479 -0.231
H 1.082 -7.497 1.493
H 4.448 -7.392 -0.592
C 4.602 -0.627 -1.380
C 4.235 -0.910 0.079
C 5.408 -1.162 0.943
O 3.594 0.233 0.597
H 5.434 -1.271 -1.665
H 4.944 0.402 -1.489
H 3.747 -0.782 -2.037
H 3.617 -1.808 0.050
H 5.162 -1.423 1.973
H 6.071 -0.306 1.068
H 5.868 -2.088 0.598
H 4.284 0.810 0.932
C -3.287 -2.954 5.448
C -4.691 -2.595 4.934
C -5.216 -3.531 3.811
O -5.483 -2.733 6.076
H -3.265 -4.004 5.740
H -2.796 -2.402 6.250
H -2.491 -2.850 4.711
H -4.717 -1.561 4.589
H -4.658 -3.376 2.887
H -6.280 -3.328 3.695
H -5.138 -4.604 3.990
H -6.062 -1.983 5.922
C 1.115 5.146 3.845
C -0.002 4.115 3.771
C -0.108 3.575 2.320
O 0.355 3.108 4.666
H 1.290 5.234 4.918
H 0.862 6.071 3.328
H 2.080 4.838 3.443
H -0.897 4.570 4.194
H 0.872 3.210 2.013
H -0.516 4.250 1.568
H -0.695 2.668 2.174
H -0.129 2.333 4.373
C -1.589 0.381 5.631
C -1.412 -0.122 4.172
C -2.550 0.335 3.260
O -0.215 0.392 3.669
H -2.148 -0.270 6.303
H -2.230 1.263 5.622
H -0.603 0.530 6.071
H -1.253 -1.187 4.342
H -3.498 -0.123 3.539
H -2.374 0.090 2.212
H -2.742 1.405 3.347
H -0.091 0.011 2.796
*
```

Results of the Löwdin charge analysis, in e, for atoms 1 through 99: -0.1254 -0.1275 0.0500 0.0594 0.0835 0.0481 -0.0530 -0.5441 -0.0757 -0.0418 0.0906 0.0850 0.0835 0.1236 0.0885 0.0753 0.0805 0.0668 -0.0263 -0.4252 -0.0230 -0.0734 0.0713 0.0568 0.0590 0.0939 0.0777 0.0657 0.0816 0.0960 -0.0322 -0.5200 -0.0274 -0.0353 0.0547 0.0660 0.0669 0.1130 0.0824 0.0666 0.0709 0.0822 -0.0481 -0.4158 -0.0400 -0.0627 0.0547 0.0569 0.0584 0.1199 0.0723 0.0692 0.0732 0.0803 -0.0567 -0.4911 -0.0199 -0.0546 0.0779 0.0716 0.0794 0.1043 0.0596 0.0424 0.0759 0.0644 -0.0483 -0.4908 -0.0578 -0.0620 0.0695 0.0792 0.0712 0.1316 0.0823 0.0709 0.0781 0.0891 -0.0405 -0.5212 -0.0704 -0.0480 0.0769 0.0721 0.0826 0.1387 0.0833 0.0705 0.0883 0.0716 -0.0557 -0.4757 -0.0570 -0.0407 0.0729 0.0630 0.0843 0.1318 0.0860

(2)
Entry from the Open Molecules 2025 dataset: 12 unconnected molecules or ions with the total composition C46H127N11O12 (the ωB97M-V functional and the def2-TZVPD basis).

Output
Energy = -90712.685 eV
Relative energy (zero: lowest compared OMol25 entry of this formula, charge and spin) = 413.7 kJ/mol
Largest force on an atom = 5.0 eV/A
SMILES = COC[C@H](C)N.COC[C@H](C)N.COC[C@H](C)N.COC[C@H](C)N.COC[C@H](C)N.COC[C@H](C)N.COC[C@H](C)N.COC[C@H](C)N.COC[C@H](C)N.COC[C@H](C)N.COC[C@H](C)N.CCO
E_HOMO = -0.312 Eh
Molecular weight = 1026.6 Da

```
! wB97M-V def2-TZVPD RIJCOSX def2/J DEFGRID3
* xyz 0 1
C -2.822 1.883 6.317
O -1.599 1.995 5.559
C -0.893 0.803 5.720
C 0.367 0.951 4.816
C 0.041 0.717 3.396
N 1.567 0.173 5.095
H -3.491 1.199 5.808
H -3.242 2.928 6.383
H -2.581 1.494 7.300
H -0.523 0.699 6.741
H -1.451 -0.090 5.405
H 0.631 2.047 4.875
H 0.758 1.134 2.655
H -0.872 1.277 3.153
H -0.011 -0.420 3.354
H 1.876 0.117 6.060
H 1.503 -0.843 4.878
C 2.381 4.573 -4.408
O 1.719 3.342 -4.651
C 0.291 3.516 -4.709
C -0.418 2.188 -4.876
C -0.151 1.625 -6.284
N -1.859 2.285 -4.675
H 3.429 4.473 -4.698
H 2.244 4.869 -3.362
H 1.946 5.402 -4.992
H -0.017 4.017 -3.706
H 0.073 4.122 -5.624
H -0.043 1.443 -4.169
H -0.528 2.290 -7.055
H -0.714 0.644 -6.388
H 0.855 1.459 -6.594
H -2.233 3.253 -4.051
H -2.283 2.434 -5.580
C -4.122 -5.225 -2.233
O -4.752 -3.992 -2.691
C -3.940 -2.886 -2.305
C -4.443 -1.649 -2.953
C -4.315 -1.728 -4.494
N -3.591 -0.610 -2.393
H -3.275 -5.535 -2.829
H -4.881 -6.027 -2.275
H -3.827 -5.164 -1.192
H -4.005 -2.724 -1.166
H -2.893 -2.970 -2.569
H -5.525 -1.527 -2.686
H -4.904 -0.888 -4.949
H -4.733 -2.634 -4.935
H -3.321 -1.601 -4.892
H -4.078 -0.281 -1.525
H -3.724 0.212 -2.973
C 5.687 -0.551 -0.924
O 4.768 -0.009 -1.817
C 4.201 -0.875 -2.818
C 3.652 0.061 -3.950
C 2.935 -0.784 -5.009
N 4.791 0.779 -4.547
H 5.255 -1.386 -0.387
H 5.997 0.168 -0.157
H 6.573 -0.813 -1.468
H 4.965 -1.588 -3.302
H 3.285 -1.339 -2.357
H 2.959 0.726 -3.457
H 2.418 -1.611 -4.470
H 3.671 -1.225 -5.673
H 2.264 -0.241 -5.668
H 5.235 1.176 -3.733
H 4.365 1.603 -4.997
C -6.838 2.468 -0.728
O -5.707 1.858 -0.212
C -4.498 2.612 -0.146
C -3.381 1.847 0.541
C -3.862 1.727 2.011
N -2.130 2.594 0.312
H -6.931 2.532 -1.877
H -7.019 3.438 -0.237
H -7.686 1.769 -0.534
H -4.199 2.984 -1.151
H -4.700 3.537 0.493
H -3.315 0.844 0.096
H -4.627 0.883 2.135
H -4.246 2.746 2.366
H -3.111 1.469 2.807
H -1.372 1.957 0.354
H -2.140 2.859 -0.675
C 1.747 -6.464 1.684
O 2.178 -5.070 1.921
C 1.198 -4.138 1.438
C 1.386 -2.802 2.195
C 2.631 -2.047 1.722
N 1.427 -2.909 3.646
H 2.364 -7.111 2.342
H 1.941 -6.782 0.656
H 0.660 -6.626 1.871
H 1.328 -4.017 0.329
H 0.162 -4.459 1.633
H 0.524 -2.120 1.934
H 2.860 -1.223 2.388
H 2.473 -1.626 0.734
H 3.447 -2.776 1.618
H 1.974 -3.721 3.878
H 0.490 -3.221 3.931
C -0.128 -7.026 -2.691
O -1.165 -6.384 -3.392
C -0.576 -5.406 -4.267
C -1.680 -4.732 -5.088
C -2.298 -5.695 -6.212
N -1.069 -3.527 -5.753
H 0.562 -6.333 -2.244
H 0.426 -7.500 -3.470
H -0.479 -7.761 -2.007
H 0.017 -4.704 -3.693
H 0.086 -5.864 -5.023
H -2.558 -4.450 -4.478
H -1.582 -6.160 -6.800
H -3.000 -5.030 -6.871
H -2.901 -6.423 -5.651
H -0.531 -2.909 -5.155
H -1.691 -2.992 -6.298
C 3.196 4.358 -0.701
O 2.781 4.002 0.597
C 2.834 4.988 1.569
C 1.481 5.682 1.971
C 0.968 6.661 0.957
N 1.619 6.270 3.233
H 4.274 4.678 -0.755
H 2.490 4.977 -1.282
H 3.010 3.489 -1.348
H 3.231 4.510 2.497
H 3.518 5.876 1.293
H 0.674 4.892 2.013
H 0.676 6.232 0.050
H 1.670 7.487 0.819
H -0.029 7.092 1.316
H 2.107 5.647 3.846
H 2.099 7.112 3.133
C 7.839 1.596 1.933
O 7.084 2.341 2.897
C 6.609 1.600 4.038
C 5.376 0.808 3.650
C 4.402 1.560 2.811
N 4.842 0.511 4.981
H 8.338 0.702 2.378
H 8.628 2.329 1.726
H 7.099 1.378 1.024
H 7.409 1.035 4.457
H 6.511 2.335 4.857
H 5.664 -0.065 3.200
H 4.761 1.378 1.786
H 4.333 2.654 2.936
H 3.378 1.115 2.913
H 4.729 1.351 5.567
H 3.935 0.032 4.947
C 1.321 1.712 -0.060
O 0.485 0.550 0.004
C 0.434 -0.048 -1.226
C -0.149 -1.466 -1.244
C -0.534 -1.884 -2.656
N -1.302 -1.772 -0.381
H 1.267 2.315 0.907
H 0.967 2.359 -0.906
H 2.369 1.517 -0.242
H -0.146 0.569 -1.852
H 1.457 -0.103 -1.759
H 0.616 -2.143 -0.900
H -1.025 -1.114 -3.229
H -1.191 -2.726 -2.576
H 0.379 -2.299 -3.212
H -1.997 -1.107 -0.644
H -1.033 -1.589 0.591
C -1.844 -2.959 6.205
O -1.686 -2.524 4.843
C -2.961 -2.385 4.058
C -2.761 -3.095 2.703
C -3.973 -2.881 1.871
N -2.546 -4.512 2.989
H -2.669 -2.426 6.690
H -0.808 -2.789 6.668
H -2.104 -4.036 6.348
H -3.760 -2.805 4.615
H -3.178 -1.326 3.892
H -1.913 -2.584 2.217
H -4.030 -1.754 1.782
H -4.905 -3.225 2.302
H -3.939 -3.273 0.840
H -2.281 -4.975 2.177
H -1.726 -4.731 3.574
C -2.482 5.157 3.333
C -2.937 5.683 1.974
O -2.035 5.328 0.959
H -3.277 5.304 4.044
H -1.715 5.858 3.699
H -2.017 4.141 3.201
H -3.058 6.732 2.069
H -3.967 5.340 1.815
H -1.980 4.373 0.922
*
```

Results of the Löwdin charge analysis, in e, for atoms 1 through 99: -0.0817 -0.2008 -0.2232 -0.4411 -0.0631 0.0373 0.0750 0.1056 0.0765 0.1215 0.1086 0.1519 0.0654 0.0665 0.0926 0.0707 0.0576 -0.1052 -0.2106 -0.2079 -0.4769 -0.0608 0.0033 0.0913 0.0598 0.0898 0.1448 0.1354 0.1142 0.0731 0.0992 0.0531 0.1724 0.0408 -0.0690 -0.1739 -0.2514 -0.4329 -0.0438 0.0517 0.0490 0.0943 0.0742 0.1246 0.0806 0.1529 0.0850 0.0748 0.0513 0.0788 0.0684 -0.1089 -0.2185 -0.1719 -0.4446 -0.0523 0.0475 0.0820 0.0543 0.0845 0.1569 0.1154 0.1085 0.0691 0.0751 0.0544 0.0542 0.0746 -0.1391 -0.2015 -0.2145 -0.3930 -0.0467 0.0821 0.1055 0.0898 0.0926 0.1295 0.1267 0.1100 0.0948 0.0931 0.0579 0.0452 0.0891 -0.0688 -0.2019 -0.1957 -0.4288 -0.0451 0.0622 0.0899 0.0718 0.0845 0.1295 0.0999 0.1122 0.0594 0.0592

(3)
Entry from the Open Molecules 2025 dataset: a molecular structure, C46H29N9O2Pd (the ωB97M-V functional and the def2-TZVPD basis).

Output
<S²> = 2.044
Energy = -69161.102 eV
Relative energy (zero: lowest compared OMol25 entry of this formula, charge and spin) = 20.9 kJ/mol
Largest force on an atom = 0.1 eV/A
E_HOMO (alpha / beta) = -0.210 / -0.275 Eh
Molecular weight = 846.2 Da

```
! wB97M-V def2-TZVPD RIJCOSX def2/J DEFGRID3
* xyz 0 3
Pd -0.318 2.006 0.155
C 6.178 1.337 -0.425
C 6.034 0.449 0.653
C 4.794 0.188 1.206
C 3.689 0.829 0.653
C 2.281 0.794 0.964
N 1.748 -0.009 1.916
C 0.476 -0.051 2.168
C -0.121 -1.002 3.132
C 0.436 -2.012 3.888
C -0.429 -2.801 4.642
C -1.804 -2.571 4.635
C -2.357 -1.544 3.873
C -1.489 -0.773 3.125
C -1.738 0.307 2.145
N -2.930 0.727 1.862
C -3.171 1.678 0.927
N -2.270 2.339 0.160
C -2.920 3.180 -0.684
N -2.385 3.984 -1.631
C -1.119 4.010 -1.900
N -0.099 3.305 -1.320
C 1.085 3.607 -1.924
N 2.275 3.147 -1.677
C 2.517 2.232 -0.711
N 1.630 1.653 0.136
C 3.837 1.726 -0.414
C 5.085 1.988 -0.967
C 0.823 4.609 -2.981
C 1.664 5.244 -3.870
C 1.088 6.153 -4.754
C -0.281 6.406 -4.736
C -1.122 5.758 -3.835
C -0.542 4.861 -2.963
C -4.339 3.084 -0.433
C -5.436 3.720 -1.000
C -6.690 3.384 -0.522
C -6.850 2.433 0.496
C -5.759 1.796 1.061
C -4.498 2.133 0.584
N -0.534 0.687 1.619
H 7.165 1.517 -0.831
H 6.914 -0.032 1.059
H 4.681 -0.482 2.049
H 1.503 -2.189 3.875
H -0.031 -3.611 5.239
H -2.449 -3.202 5.233
H -3.423 -1.356 3.855
H 5.188 2.682 -1.791
H 2.725 5.037 -3.874
H 1.713 6.674 -5.468
H -0.697 7.118 -5.437
H -2.187 5.943 -3.812
H -5.304 4.451 -1.787
H -7.568 3.860 -0.941
H -7.847 2.195 0.843
H -5.875 1.061 1.846
C 2.930 -3.087 1.056
O 1.519 -3.182 1.171
C 0.976 -4.405 1.317
C 1.696 -5.567 1.569
C 1.030 -6.776 1.733
C -0.349 -6.844 1.641
C -1.067 -5.688 1.365
C -0.420 -4.477 1.194
N -1.186 -3.300 0.970
C -1.064 -2.376 0.008
C -0.285 -2.313 -1.120
C 0.580 -3.349 -1.618
C 1.380 -3.143 -2.685
C 1.385 -1.860 -3.335
C 0.568 -0.861 -2.946
C -0.368 -1.026 -1.839
O -1.150 -0.122 -1.524
H 3.135 -2.042 0.856
H 3.292 -3.705 0.231
H 3.424 -3.385 1.986
H 2.772 -5.531 1.649
H 1.605 -7.670 1.936
H -0.864 -7.786 1.767
H -2.145 -5.717 1.265
H -1.842 -3.075 1.703
H -1.707 -1.512 0.156
H 0.571 -4.322 -1.144
H 2.015 -3.934 -3.060
H 2.059 -1.704 -4.170
H 0.558 0.100 -3.446
*
```

Charge distribution, Löwdin scheme, values in e: 1.0584 -0.0789 -0.0791 -0.0264 -0.1204 -0.2434 0.2040 -0.2625 -0.1074 -0.0054 -0.0630 -0.0726 -0.0168 -0.1235 -0.2889 0.2026 -0.2386 0.0243 -0.2357 0.2018 -0.2589 0.0082 -0.2650 0.1968 -0.2445 0.0242 -0.1125 -0.0092 -0.1030 -0.0045 -0.0712 -0.0707 -0.0032 -0.1016 -0.1118 -0.0098 -0.0795 -0.0804 -0.0125 -0.1133 0.0132 0.1001 0.1000 0.1096 0.1178 0.1065 0.1036 0.1162 0.1124 0.1144 0.1024 0.1026 0.1151 0.1120 0.0998 0.0995 0.1103 -0.0502 -0.0951 -0.2587 -0.0080 -0.0785 -0.0886 -0.0134 -0.1782 0.1269 -0.0095 -0.1213 -0.0444 -0.0914 -0.0730 -0.0106 -0.3848 -0.0439 0.0664 0.1025 0.0974 0.1061 0.1054 0.1018 0.1190 0.1332 0.1303 0.1092 0.0969 0.1030 0.1098